# 1
Below is a 3-piece molecular cluster, C32H72BrP2 overall, with properties calculated with the ωB97M-V functional and the def2-TZVPD basis.

Last column: Löwdin charge in e.
Positions of all 107 atoms, in Å:
H (2.131, -3.857, 2.547)  0.107
C (3.661, 3.999, -4.128)  -0.250
C (0.519, 1.119, -2.671)  -0.281
H (0.731, -2.399, 3.408)  0.075
C (-5.376, -5.175, 5.312)  -0.111
H (-2.616, 0.069, 3.845)  0.091
H (1.591, -4.971, 3.880)  0.114
H (-3.477, -3.037, 5.258)  0.099
H (2.878, 5.850, -4.800)  0.102
H (-1.122, 2.171, 7.441)  0.079
H (-3.030, 0.835, 0.850)  0.095
H (2.957, 5.512, -7.159)  0.067
H (3.008, -5.779, 1.758)  0.068
C (-2.926, -3.241, 3.125)  -0.294
H (-3.664, -2.657, 2.574)  0.080
H (-5.476, 0.728, -0.257)  0.068
H (1.359, 3.640, 1.438)  0.103
C (2.422, 2.883, -1.060)  -0.300
C (-0.157, -3.030, 3.419)  -0.323
H (-1.119, -0.684, -5.138)  0.108
C (4.299, -0.544, -6.396)  -0.097
C (-1.774, -0.543, 4.170)  -0.224
H (0.417, 0.372, -1.884)  0.097
H (-5.710, -4.580, 6.162)  0.073
C (0.219, 5.438, 0.992)  -0.135
H (4.919, 1.217, -5.258)  0.103
C (-1.119, 0.252, 6.570)  -0.281
C (2.249, 3.297, -3.915)  -0.257
H (-2.831, -0.961, 6.004)  0.098
H (-1.991, 0.823, -2.703)  0.028
H (1.428, -5.947, 0.985)  0.072
C (-4.595, 0.165, -0.567)  -0.129
H (-0.626, -5.027, 3.014)  0.110
H (-4.795, -5.051, 3.408)  0.109
H (-0.504, 5.339, 1.802)  0.063
C (-4.847, -4.303, 4.199)  -0.281
P (-1.612, -2.040, 3.085)  1.050
H (-2.737, 1.538, 7.249)  0.073
H (1.074, 6.050, 1.281)  0.061
H (-0.126, 0.419, 6.152)  0.117
C (3.553, 4.795, -6.595)  -0.092
H (-4.570, -5.770, 5.742)  0.074
H (-1.138, -0.181, 7.570)  0.109
H (-2.893, -0.659, -3.410)  0.068
H (3.706, 0.517, -1.734)  0.070
H (-6.164, -5.840, 4.959)  0.076
H (-0.111, 1.977, -2.440)  0.034
H (-0.183, -3.335, 4.465)  0.103
H (3.493, 3.085, -1.084)  0.092
H (-5.459, -3.487, 3.813)  0.116
H (-1.964, 2.068, 5.808)  0.071
H (4.546, 5.775, -4.978)  0.103
H (2.313, 4.995, -0.724)  0.105
H (-0.841, -2.052, 0.815)  0.067
H (4.525, 4.748, -7.084)  0.068
H (3.674, -1.424, -6.238)  0.070
C (-0.907, -0.432, -4.099)  -0.287
H (-0.898, 0.059, 3.929)  0.087
C (4.101, -0.128, -3.888)  -0.239
H (-0.217, -4.203, 1.550)  0.111
H (5.233, -0.933, -6.801)  0.073
C (0.027, -4.254, 2.611)  -0.275
C (-2.577, -1.144, 0.307)  -0.260
H (3.944, 4.462, -3.183)  0.098
C (1.591, 4.179, -0.778)  -0.257
H (-0.711, -0.460, 1.467)  0.010
P (2.127, 1.991, -2.573)  1.046
H (3.038, 3.834, -6.621)  0.053
H (-4.157, -0.383, 1.450)  0.086
C (1.937, -5.859, 1.945)  -0.100
H (-0.784, -1.348, -3.521)  0.104
H (-4.046, 0.647, -1.376)  0.049
C (-2.219, 0.185, -3.557)  -0.157
H (4.502, 3.347, -4.368)  0.093
H (-5.056, -0.705, -1.034)  0.071
Br (2.182, -0.019, 1.635)  -0.579
C (-1.417, -1.277, 1.321)  -0.224
C (4.118, 0.478, -5.274)  -0.297
H (0.134, 1.246, -4.748)  0.095
H (1.527, 4.070, -3.653)  0.051
C (-1.787, -0.816, 5.725)  -0.246
H (3.412, -0.962, -4.020)  0.093
C (-1.760, 1.597, 6.770)  -0.114
H (-2.142, -0.971, -0.678)  0.096
H (3.823, 0.036, -7.187)  0.067
H (0.065, 3.404, 0.364)  0.072
H (-2.661, 1.010, -4.116)  0.057
H (-1.364, -1.794, 5.953)  0.091
C (-3.450, -3.782, 4.463)  -0.229
H (1.991, 2.881, -4.889)  0.058
C (0.251, 0.457, -4.005)  -0.317
H (-3.250, -1.992, 0.181)  0.103
H (1.896, -6.738, 2.587)  0.065
C (3.678, 0.874, -2.764)  -0.210
H (-2.757, -4.530, 4.847)  0.115
H (3.203, 1.052, -5.415)  0.083
H (5.060, -0.620, -3.726)  0.117
C (-3.604, -0.048, 0.572)  -0.303
H (4.525, 1.561, -2.730)  0.076
H (-2.666, -3.995, 2.381)  0.103
C (3.661, 5.149, -5.090)  -0.281
H (0.816, 4.308, -1.533)  0.058
H (-0.179, 6.000, 0.147)  0.058
C (0.878, 4.099, 0.573)  -0.298
H (2.224, 2.096, -0.332)  0.000
C (1.481, -4.683, 2.834)  -0.247
H (1.061, -0.048, -4.532)  0.102

Results
- 2S+1 = 2
- E_tot (eV) = -122967.1432
- Kohn-Sham gap (alpha / beta) (eV) = 1.881 / 7.497
- LUMO energy (alpha / beta) (eV) = 0.3 / 0.2
- max |F| (eV/Å) = 3.01



# 2
Below is a 7-piece molecular cluster, C32H73B2BrNO18S overall, with properties calculated with the ωB97M-V functional and the def2-TZVPD basis.

Last column: Löwdin charge in e.
Positions of all 128 atoms, in Å:
H (0.863, 4.407, -4.516)  0.127
H (5.981, 0.290, 3.555)  0.081
H (0.242, -0.503, -6.757)  0.127
H (1.283, 1.444, -1.047)  0.072
H (-0.173, -4.258, -0.358)  0.119
O (-0.530, -1.371, 1.669)  0.105
H (1.255, -2.952, -3.709)  0.083
C (-3.253, -5.448, 1.034)  -0.443
O (-2.174, -2.177, -5.126)  -0.184
H (-6.706, 5.721, -3.599)  0.091
H (2.898, 3.511, -5.774)  0.091
H (-1.642, -0.172, -5.211)  0.123
C (-4.689, 1.068, 1.001)  -0.198
H (1.434, -1.919, 0.475)  0.126
O (1.459, -5.431, 0.055)  -0.044
H (-0.274, 4.241, -2.339)  0.112
C (-5.894, 4.987, -3.647)  -0.111
H (8.136, 0.999, 6.082)  0.126
H (-6.202, 4.091, -3.107)  0.084
C (-0.281, -3.805, 2.647)  -0.004
C (0.075, -5.319, -0.231)  -0.213
H (2.014, 2.324, -4.778)  0.080
H (-4.399, -1.013, 0.630)  0.109
H (-2.104, 1.451, -0.523)  0.090
O (-3.597, 0.032, -0.913)  -0.187
H (2.971, 3.057, 2.286)  0.131
H (1.596, -5.736, 0.956)  0.080
O (0.529, 2.410, -2.708)  -0.203
C (-2.129, -2.026, -3.720)  -0.117
O (2.755, 4.000, -3.770)  -0.189
C (2.853, 3.023, -4.795)  -0.106
H (2.368, 2.325, 0.795)  0.101
H (-4.999, -6.566, -0.267)  -0.090
O (5.329, 1.714, 2.249)  -0.185
H (-4.515, 2.374, -1.161)  0.081
H (7.650, 2.110, 7.370)  0.127
H (-5.352, 3.552, -0.113)  0.093
H (-0.083, -2.237, -6.866)  0.128
H (0.366, -4.668, 2.496)  0.105
H (4.759, 2.778, 0.617)  0.131
S (-3.674, -6.726, -0.104)  0.985
H (-5.216, 5.601, -6.720)  0.127
H (-2.827, 5.891, -6.303)  0.127
C (5.901, -1.648, 7.546)  -0.112
H (1.521, 5.556, -3.345)  0.130
H (-1.174, -1.621, -3.376)  0.077
C (-4.027, -3.730, 2.466)  -0.064
H (6.169, -2.637, 7.176)  0.089
H (2.505, 0.170, 4.215)  0.088
H (-3.267, 4.180, -6.225)  0.127
H (1.527, 0.634, -2.613)  0.088
H (-2.162, -0.926, -6.725)  0.128
N (-4.240, -4.724, 1.571)  -0.078
C (-4.408, 3.028, -0.293)  -0.108
H (-2.903, -0.155, 1.028)  0.113
H (-4.873, 0.908, 2.067)  0.116
C (-2.748, -3.425, 2.812)  -0.476
O (-6.250, -3.699, 3.743)  0.197
O (-5.548, -4.961, 1.230)  0.060
H (8.560, -1.274, 6.696)  0.082
H (-0.002, -3.498, -4.837)  0.083
H (-4.953, 6.558, -5.257)  0.128
C (-1.942, -5.212, 1.367)  -0.159
H (-1.304, -6.892, 0.257)  0.065
O (8.344, 0.321, 8.030)  -0.189
H (1.804, 1.802, 4.174)  0.090
O (-5.648, 4.621, -4.994)  -0.190
C (-3.385, 5.148, -5.726)  -0.199
H (4.670, -0.258, 2.496)  0.082
H (-5.804, -4.281, 0.582)  0.165
H (10.047, -0.368, 7.082)  0.090
H (1.686, -3.333, -5.388)  0.091
C (6.187, 0.621, 6.937)  -0.204
C (-2.332, 0.617, -1.190)  -0.104
H (-0.233, -6.509, 1.578)  0.137
C (-1.690, -4.179, 2.247)  -0.138
H (-5.006, 5.401, -3.165)  0.083
H (-2.675, 3.916, -2.784)  0.071
B (-5.290, -2.954, 3.103)  -0.665
C (3.010, 2.158, 1.665)  -0.193
O (-5.464, -1.616, 3.039)  0.163
C (2.603, 1.165, 3.780)  -0.103
C (0.911, -2.907, -4.743)  -0.111
H (2.520, 2.041, -2.188)  0.087
H (1.255, 3.941, -1.504)  0.124
H (-3.634, 3.765, -0.503)  0.085
C (1.437, 4.493, -3.588)  -0.196
C (-4.844, 5.560, -5.692)  -0.200
O (1.414, -2.590, 1.170)  0.192
H (4.448, 1.042, 0.497)  0.126
C (-0.837, -6.059, 0.785)  -0.110
H (5.662, 0.751, 7.889)  0.127
H (3.569, 1.580, 4.070)  0.082
H (5.690, 1.252, 6.193)  0.116
O (-4.022, 2.311, 0.871)  -0.181
H (6.529, -1.413, 8.406)  0.085
H (-0.349, -3.539, 3.706)  0.095
C (7.634, 1.063, 7.053)  -0.203
H (-5.661, 1.097, 0.496)  0.132
H (-1.548, -0.144, -1.099)  0.082
O (6.076, -0.723, 6.485)  -0.204
H (-0.050, -5.814, -1.199)  0.126
H (-1.944, 3.248, -4.259)  0.086
C (-3.847, -0.079, 0.477)  -0.202
O (-2.809, 5.112, -4.428)  -0.189
C (0.720, 3.796, -2.448)  -0.194
H (9.320, -1.448, 8.288)  0.090
O (0.700, -1.545, -5.073)  -0.199
H (-2.342, 0.985, -2.215)  0.085
H (3.776, 2.466, -4.639)  0.091
H (-2.939, -1.365, -3.392)  0.084
H (-5.765, -1.272, 3.891)  0.137
C (-1.578, -1.085, -5.814)  -0.194
C (5.577, 0.348, 2.544)  -0.096
C (-0.141, -1.367, -6.206)  -0.196
H (-2.273, -3.009, -3.270)  0.085
H (4.851, -1.663, 7.860)  0.086
C (1.525, 1.601, -2.107)  -0.107
H (-0.022, -0.611, 1.987)  0.119
H (-3.718, 3.263, -4.060)  0.087
C (4.422, 1.901, 1.177)  -0.202
C (9.101, -0.747, 7.484)  -0.108
H (-5.859, -4.466, 4.182)  0.124
Br (-2.475, -2.015, 4.037)  1.018
O (2.474, 1.042, 2.370)  -0.209
H (6.319, -0.053, 1.846)  0.092
C (-2.795, 3.813, -3.863)  -0.118
B (0.212, -2.534, 1.804)  -0.671

Results
- E_tot (eV) = -154933.1542
- Kohn-Sham gap (eV) = 6.450
- total charge = +1
- LUMO energy (eV) = -4.1
- max |F| (eV/Å) = 2.46



# 3
Below is a 6-piece molecular cluster, C32H73BN5O21PS6 overall, with properties calculated with the ωB97M-V functional and the def2-TZVPD basis.

Last column: Löwdin charge in e.
Positions of all 139 atoms, in Å:
O (0.514, 3.171, -6.707)  -0.283
H (-0.763, 0.714, -1.849)  0.056
H (-2.679, -2.240, 3.744)  0.072
H (-9.013, 1.802, 0.224)  0.118
H (-0.445, 0.850, 4.730)  0.039
H (3.225, -3.235, -1.647)  0.043
H (-16.292, -0.316, -3.639)  0.123
H (-10.362, 3.338, -1.269)  0.090
C (0.808, -2.166, -1.754)  -0.293
N (0.013, 0.041, 4.223)  -0.189
H (-16.953, 2.007, -4.110)  0.080
S (1.368, 2.144, -6.149)  0.621
H (-7.272, -1.934, -0.909)  0.078
H (1.141, -0.025, -1.061)  0.127
O (-2.781, -1.652, -0.034)  -0.023
H (-15.271, 2.544, -4.032)  0.070
S (9.155, 5.121, 6.729)  0.624
H (2.533, -1.212, -0.614)  0.121
H (-7.791, -1.701, -2.617)  0.070
H (0.387, 1.406, 0.384)  0.131
H (-15.667, 0.715, -2.353)  0.117
C (-9.581, 1.424, -0.635)  -0.270
H (0.701, -3.276, -1.413)  0.135
C (-11.760, -0.418, -3.550)  -0.112
H (5.998, -3.101, 2.620)  0.088
H (2.345, -4.143, 1.972)  0.130
H (-1.030, -3.565, -0.076)  0.119
H (2.508, 3.599, -4.696)  0.079
N (-3.533, -8.180, 2.345)  -0.062
H (9.332, 2.478, 9.144)  0.087
H (2.897, 0.720, 2.792)  0.128
O (-13.080, 0.966, -1.753)  -0.286
H (6.614, -1.252, 2.776)  0.069
N (-2.736, -7.472, 3.259)  -0.011
H (-3.526, -8.428, -0.104)  0.135
H (-2.112, 1.954, -2.286)  0.090
H (-10.779, 0.010, -3.329)  0.057
C (-15.919, 1.695, -4.273)  -0.079
H (7.229, 4.688, 8.732)  0.118
H (4.688, -2.256, 0.746)  0.126
H (-11.938, -1.293, -2.921)  0.081
H (-8.826, 2.904, -2.027)  0.074
H (8.154, 2.530, 7.835)  0.069
H (-11.820, -0.678, -4.608)  0.079
H (2.054, -0.228, -8.664)  0.124
S (-0.285, -5.683, 2.762)  0.885
N (3.257, -2.793, -2.593)  -0.039
H (8.222, 2.518, 3.144)  0.082
H (0.794, 1.711, -9.660)  0.087
O (9.589, 3.865, 6.153)  -0.297
O (2.409, 0.694, 1.897)  0.021
H (11.568, -1.027, 1.888)  0.117
H (5.149, -1.907, 3.818)  0.084
H (-2.675, 0.210, -1.848)  0.081
H (3.494, 2.162, -5.108)  0.074
H (1.423, -6.452, 1.131)  0.097
O (7.896, 5.734, 6.370)  -0.283
H (-15.776, 1.472, -5.335)  0.086
O (11.045, 0.976, 1.701)  -0.266
H (3.928, -1.967, -2.590)  0.084
O (-0.473, -1.809, -2.421)  -0.108
C (1.928, -2.196, -2.997)  -0.224
O (-8.948, 0.278, -1.188)  -0.277
C (1.342, 0.353, -8.069)  -0.278
H (11.483, 0.381, -0.848)  0.086
S (-7.354, 0.351, -1.523)  0.620
H (4.717, -0.401, 1.320)  0.135
H (0.867, -0.342, -7.366)  0.116
H (9.886, 2.408, 3.795)  0.064
H (2.146, -3.991, 0.095)  0.102
C (8.214, 4.325, 9.049)  -0.276
H (-0.454, 1.511, -8.433)  0.071
O (3.217, -1.652, 2.316)  -0.065
C (-15.579, 0.486, -3.422)  -0.278
O (-14.283, -0.014, -3.721)  -0.266
C (1.546, -4.098, 1.094)  -0.165
C (-7.103, -1.377, -1.834)  -0.118
O (-1.680, -2.151, 3.654)  -0.366
H (1.983, -1.128, -3.471)  0.124
C (-1.731, -6.793, 2.331)  -0.431
C (-1.609, -1.663, 0.580)  -0.258
S (-12.984, 0.813, -3.188)  0.615
H (7.595, 2.303, 9.496)  0.082
H (0.028, -5.539, 0.190)  0.091
C (-1.867, 1.545, -0.039)  -0.350
H (-1.712, 2.727, -0.120)  0.131
H (0.222, -0.692, 4.934)  0.038
O (-7.174, 1.063, -2.771)  -0.288
H (0.591, -2.776, 2.566)  0.141
C (10.454, 6.307, 6.504)  -0.123
C (0.697, -5.519, 1.163)  -0.451
C (2.821, 2.928, -5.500)  -0.123
O (9.247, 5.010, 8.353)  -0.265
H (-0.692, 1.611, 1.904)  0.107
H (11.972, -1.313, -0.594)  0.080
H (10.157, 7.252, 6.966)  0.077
C (-0.619, -0.574, 1.263)  -0.357
O (2.088, 1.341, -7.372)  -0.267
H (10.598, 6.445, 5.429)  0.077
C (-3.360, 1.407, 0.704)  -0.106
O (-6.637, 0.717, -0.321)  -0.285
C (-3.112, -7.993, 0.900)  -0.055
C (1.345, -1.101, -0.657)  -0.044
H (-4.052, 0.614, 0.193)  0.057
B (2.189, -0.785, 1.709)  -0.432
C (0.823, -1.344, 0.906)  -0.191
H (-6.071, -1.511, -2.168)  0.079
H (10.311, -0.803, -0.276)  0.069
H (-0.176, 0.217, -9.604)  0.081
C (-9.784, 2.506, -1.679)  -0.067
O (9.312, -0.220, 3.062)  -0.291
H (-10.304, 2.105, -2.555)  0.057
H (-0.262, -1.268, -3.239)  0.098
O (8.691, 0.859, 0.858)  -0.297
N (-0.944, -3.035, 0.822)  0.065
C (8.328, 2.823, 8.875)  -0.078
O (0.883, 1.186, -5.179)  -0.301
O (-12.760, 1.942, -4.066)  -0.286
C (0.479, -2.875, 1.382)  -0.263
C (11.359, -0.497, -0.205)  -0.080
C (5.682, -1.967, 2.776)  -0.076
C (-1.865, 1.012, -1.595)  -0.095
H (3.300, 3.501, -6.295)  0.076
H (11.370, 5.921, 6.954)  0.076
H (9.583, 3.191, 2.202)  0.077
C (9.277, 2.399, 2.888)  -0.121
H (1.459, -2.917, -3.813)  0.127
H (12.808, 0.061, 1.268)  0.123
H (-3.224, 1.231, 1.870)  0.048
C (4.525, -1.515, 1.658)  -0.220
H (-10.557, 1.102, -0.259)  0.118
P (-1.267, -0.528, 3.063)  0.981
H (-3.916, 2.450, 0.610)  0.081
O (-1.962, -7.076, 0.887)  -0.135
H (8.322, 4.572, 10.110)  0.124
C (-0.625, 1.007, 0.875)  -0.174
C (0.319, 0.980, -8.997)  -0.078
C (11.739, -0.170, 1.226)  -0.278
S (9.466, 0.831, 2.080)  0.618

Results
- E_tot (eV) = -159780.3831
- SMILES = CCOB(O)[C@@]1(C[C@@H](O)CN)[C@H](CCSc2nnco2)NC(=O)[C@@]1(CC(C)C)P(N)O.CCOS(C)(=O)=O.CCOS(C)(=O)=O.CCOS(C)(=O)=O.CCOS(C)(=O)=O.CCOS(C)(=O)=O
- Kohn-Sham gap (eV) = 8.406
- LUMO energy (eV) = 0.3
- max |F| (eV/Å) = 8.06